The following is a quantum chemistry calculation of the ion C4H6NO3 with charge -1 at a distorted geometry, from OMol25.

Each atom is followed by the atoms it is bonded to, with distances in Å.
CARTESIAN COORDINATES (ANGSTROEM)
1 C 1.277 0.550 1.524  C3 1.573, O8 1.308, H9 1.114, H11 1.128
2 N -1.044 1.392 0.132  C4 1.274, H10 1.039
3 C 0.878 -0.020 0.113  C1 1.573, C4 1.516, H12 1.083, H13 1.088
4 C -0.609 0.213 -0.074  N2 1.274, C3 1.516, C5 1.724, O6 1.400
5 C -1.254 -0.583 -1.461  C4 1.724, O6 1.515, O7 1.189, H14 1.088
6 O -1.414 -0.930 0.005  C4 1.400, C5 1.515
7 O -0.554 -1.171 -2.221  C5 1.189
8 O 2.554 0.386 1.749  C1 1.308
9 H 0.620 0.015 2.246  C1 1.114
10 H -2.018 1.346 0.489  N2 1.039
11 H 0.908 1.616 1.498  C1 1.128
12 H 1.071 -1.084 0.056  C3 1.083
13 H 1.469 0.459 -0.664  C3 1.088
14 H -2.175 -0.111 -1.794  C5 1.088

Energy above the lowest of the compared OMol25 structures with the same formula, charge and spin   5.540 eV
Charge   -1
DFT total energy   -436.39561 hartree
LUMO   2.784 eV
Kohn-Sham gap   5.60 eV


The following is a quantum chemistry calculation of the molecule C4H6NOP at a distorted geometry, from OMol25.

Each atom is followed by the atoms it is bonded to, with distances in Å.
CARTESIAN COORDINATES (ANGSTROEM)
1 C 2.028 0.184 0.373  C2 1.273, P7 1.680
2 C 3.043 -0.578 0.467  C1 1.273, O6 1.212
3 C -1.815 0.671 0.592  N5 1.249, H8 1.065, H9 1.041
4 C -0.882 -0.961 -0.863  N5 1.455, H10 0.998, H11 1.169, H12 1.092
5 N -0.828 0.236 -0.038  C3 1.249, C4 1.455, P7 2.102
6 O 4.074 -1.149 0.752  C2 1.212
7 P 0.976 1.262 -0.372  C1 1.680, N5 2.102, H13 1.360
8 H -2.731 0.129 0.573  C3 1.065
9 H -1.835 1.608 1.043  C3 1.041
10 H -1.768 -1.361 -0.637  C4 0.998
11 H -1.083 -0.508 -1.922  C4 1.169
12 H 0.055 -1.508 -0.733  C4 1.092
13 H 0.766 1.977 0.766  P7 1.360

Energy above the lowest of the compared OMol25 structures with the same formula, charge and spin   2.954 eV
Charge   0
DFT total energy   -627.22168 hartree
LUMO   -0.234 eV
Kohn-Sham gap   7.17 eV


The following is a quantum chemistry calculation of the molecule C4H6NOP at a distorted geometry, from OMol25.

Each atom is followed by the atoms it is bonded to, with distances in Å.
CARTESIAN COORDINATES (ANGSTROEM)
1 O 1.744 1.226 -3.002  N2 1.229
2 N 1.146 0.819 -2.008  O1 1.229, P3 2.082, C7 1.334
3 P -0.886 0.519 -2.352  N2 2.082, C4 1.801
4 C -1.258 0.493 -0.591  P3 1.801, C5 1.561, H8 1.135, H9 1.071
5 C -0.304 -0.588 0.008  C4 1.561, C6 1.446, H10 1.063, H11 1.132
6 C 1.018 -0.036 0.198  C5 1.446, C7 1.407, H12 1.063
7 C 1.708 0.663 -0.809  N2 1.334, C6 1.407, H13 1.149
8 H -2.383 0.390 -0.475  C4 1.135
9 H -1.041 1.460 -0.184  C4 1.071
10 H -0.072 -1.138 -0.871  C5 1.063
11 H -0.803 -1.073 0.900  C5 1.132
12 H 1.543 -0.366 1.062  C6 1.063
13 H 2.842 0.785 -0.666  C7 1.149

Energy above the lowest of the compared OMol25 structures with the same formula, charge and spin   3.909 eV
Charge   0
DFT total energy   -627.18660 hartree
LUMO (alpha / beta)   -1.206 / -0.219 eV
Kohn-Sham gap (alpha / beta)   6.31 / 8.18 eV
SMILES   [O-][N+]1=PCCC=C1


Among the records above, which one has the lowest DFT total energy?
number 2